This record from OMol25 describes 15 unconnected molecules or ions with the total composition C62H162N8O30. The level of theory is ωB97M-V with the def2-TZVPD basis set.

Cartesian coordinates (Å):
C (-9.605, -25.565, -27.921)
O (-8.285, -25.593, -27.350)
C (-8.335, -25.798, -25.915)
C (-6.867, -25.900, -25.449)
N (-6.196, -27.101, -25.972)
C (-4.928, -27.276, -25.294)
C (-3.905, -26.228, -25.711)
O (-3.483, -26.440, -27.057)
C (-2.430, -25.587, -27.438)
H (-9.753, -25.412, -28.991)
H (-10.259, -24.823, -27.464)
H (-10.025, -26.515, -27.588)
H (-8.761, -26.769, -25.664)
H (-8.716, -24.955, -25.340)
H (-6.965, -25.993, -24.367)
H (-6.307, -25.028, -25.786)
H (-5.990, -26.955, -26.950)
H (-4.455, -28.230, -25.525)
H (-5.029, -27.188, -24.213)
H (-3.177, -26.116, -24.907)
H (-4.438, -25.277, -25.692)
H (-1.449, -25.891, -27.071)
H (-2.543, -24.571, -27.062)
H (-2.469, -25.505, -28.524)
C (-6.409, -22.707, -28.158)
O (-6.354, -21.277, -27.877)
C (-7.498, -20.854, -27.057)
C (-8.767, -20.529, -27.820)
N (-9.533, -21.759, -27.984)
C (-10.736, -21.468, -28.766)
C (-11.718, -22.637, -28.975)
O (-11.316, -23.558, -29.984)
C (-12.365, -24.453, -30.369)
H (-5.479, -22.995, -28.649)
H (-7.205, -23.019, -28.833)
H (-6.672, -23.239, -27.244)
H (-7.185, -19.959, -26.519)
H (-7.735, -21.604, -26.303)
H (-8.526, -19.970, -28.724)
H (-9.304, -19.897, -27.112)
H (-9.012, -22.469, -28.477)
H (-10.610, -21.054, -29.767)
H (-11.316, -20.746, -28.191)
H (-12.686, -22.174, -29.168)
H (-11.894, -23.179, -28.046)
H (-12.099, -25.103, -31.202)
H (-13.271, -23.954, -30.713)
H (-12.717, -25.003, -29.497)
C (-11.474, -19.853, -20.100)
O (-10.097, -20.176, -20.056)
C (-9.854, -21.612, -20.273)
C (-8.368, -21.954, -20.489)
N (-7.891, -21.737, -21.871)
C (-6.510, -22.052, -22.022)
C (-6.082, -21.633, -23.440)
O (-4.717, -21.982, -23.625)
C (-4.321, -21.858, -24.989)
H (-11.762, -18.999, -19.487)
H (-12.089, -20.728, -19.890)
H (-11.799, -19.625, -21.115)
H (-10.427, -21.980, -21.124)
H (-10.138, -22.072, -19.326)
H (-8.130, -22.983, -20.223)
H (-7.893, -21.277, -19.779)
H (-8.310, -22.480, -22.413)
H (-6.270, -23.109, -21.909)
H (-5.923, -21.544, -21.257)
H (-6.337, -20.584, -23.588)
H (-6.627, -22.223, -24.177)
H (-4.274, -20.837, -25.366)
H (-4.939, -22.431, -25.680)
H (-3.293, -22.220, -25.003)
C (-1.611, -19.434, -23.486)
O (-2.549, -18.374, -23.469)
C (-3.727, -18.577, -22.660)
C (-3.522, -18.348, -21.187)
N (-3.324, -16.914, -20.899)
C (-3.310, -16.681, -19.435)
C (-2.715, -15.255, -19.188)
O (-1.306, -15.257, -19.446)
C (-0.769, -13.926, -19.606)
H (-0.726, -19.154, -24.057)
H (-1.965, -20.373, -23.911)
H (-1.277, -19.794, -22.513)
H (-4.133, -19.575, -22.825)
H (-4.521, -17.890, -22.954)
H (-2.582, -18.830, -20.921)
H (-4.349, -18.695, -20.567)
H (-2.497, -16.599, -21.386)
H (-2.737, -17.406, -18.858)
H (-4.346, -16.728, -19.100)
H (-3.098, -14.979, -18.206)
H (-3.231, -14.530, -19.817)
H (-1.184, -13.396, -20.464)
H (0.294, -13.959, -19.847)
H (-0.761, -13.316, -18.703)
C (-11.429, -24.864, -19.631)
O (-11.796, -24.278, -18.435)
C (-13.182, -24.225, -18.212)
C (-13.401, -23.577, -16.853)
N (-13.343, -22.106, -16.988)
C (-13.352, -21.572, -15.631)
C (-13.348, -20.070, -15.655)
O (-12.126, -19.620, -16.196)
C (-12.290, -18.224, -16.568)
H (-10.343, -24.924, -19.699)
H (-11.663, -24.215, -20.474)
H (-11.812, -25.867, -19.823)
H (-13.593, -25.234, -18.256)
H (-13.591, -23.611, -19.014)
H (-12.660, -23.872, -16.110)
H (-14.363, -23.914, -16.466)
H (-12.432, -21.842, -17.334)
H (-12.454, -21.838, -15.075)
H (-14.248, -21.861, -15.083)
H (-13.490, -19.588, -14.687)
H (-14.184, -19.731, -16.266)
H (-11.529, -17.836, -17.245)
H (-12.065, -17.687, -15.647)
H (-13.231, -17.889, -17.004)
C (-8.804, -31.963, -22.378)
O (-8.402, -30.725, -21.866)
C (-7.784, -29.927, -22.850)
C (-7.008, -28.824, -22.108)
N (-7.911, -28.002, -21.336)
C (-7.150, -27.137, -20.434)
C (-6.206, -26.113, -21.083)
O (-5.017, -26.735, -21.556)
C (-3.987, -25.794, -21.760)
H (-7.978, -32.633, -22.614)
H (-9.394, -31.930, -23.294)
H (-9.380, -32.410, -21.567)
H (-8.558, -29.509, -23.492)
H (-7.077, -30.477, -23.471)
H (-6.608, -28.250, -22.944)
H (-6.236, -29.335, -21.532)
H (-8.331, -28.705, -20.745)
H (-6.683, -27.634, -19.583)
H (-7.905, -26.521, -19.947)
H (-5.970, -25.386, -20.306)
H (-6.756, -25.524, -21.817)
H (-4.331, -24.978, -22.395)
H (-3.107, -26.256, -22.206)
H (-3.773, -25.455, -20.746)
C (-19.587, -20.582, -24.205)
O (-18.498, -19.832, -23.653)
C (-18.354, -18.610, -24.385)
C (-17.197, -17.787, -23.699)
N (-16.241, -18.686, -23.096)
C (-15.301, -19.303, -24.020)
C (-14.236, -20.215, -23.314)
O (-14.755, -21.535, -23.083)
C (-13.984, -22.403, -22.210)
H (-19.680, -20.636, -25.290)
H (-20.536, -20.108, -23.952)
H (-19.513, -21.590, -23.799)
H (-19.277, -18.046, -24.522)
H (-18.088, -19.072, -25.335)
H (-17.542, -17.265, -22.806)
H (-16.833, -17.044, -24.408)
H (-16.845, -19.473, -22.911)
H (-14.841, -18.633, -24.747)
H (-15.870, -20.018, -24.615)
H (-13.939, -19.644, -22.435)
H (-13.363, -20.223, -23.967)
H (-13.043, -22.692, -22.679)
H (-14.583, -23.293, -22.017)
H (-13.709, -21.966, -21.250)
C (-14.079, -16.062, -27.938)
O (-14.331, -17.412, -28.269)
C (-13.541, -18.411, -27.626)
C (-13.984, -19.794, -27.951)
N (-15.400, -20.008, -27.598)
C (-15.878, -21.219, -28.216)
C (-17.168, -21.703, -27.579)
O (-17.327, -23.026, -28.024)
C (-18.426, -23.758, -27.455)
H (-13.101, -15.755, -28.310)
H (-14.200, -15.757, -26.898)
H (-14.731, -15.481, -28.590)
H (-13.633, -18.364, -26.541)
H (-12.490, -18.207, -27.831)
H (-13.296, -20.406, -27.367)
H (-13.739, -19.928, -29.005)
H (-15.985, -19.205, -27.783)
H (-15.078, -21.943, -28.367)
H (-16.089, -21.017, -29.266)
H (-18.031, -21.118, -27.897)
H (-16.948, -21.704, -26.511)
H (-18.136, -24.048, -26.445)
H (-18.727, -24.568, -28.119)
H (-19.290, -23.126, -27.249)
C (-8.716, -17.263, -25.585)
C (-10.166, -17.557, -25.231)
O (-11.068, -16.454, -25.668)
O (-8.593, -17.252, -26.996)
H (-7.987, -17.931, -25.126)
H (-8.398, -16.263, -25.291)
H (-10.289, -17.641, -24.152)
H (-10.451, -18.469, -25.756)
H (-10.892, -16.354, -26.607)
H (-7.671, -16.989, -27.044)
C (-12.835, -16.296, -22.924)
C (-14.050, -16.001, -21.977)
O (-14.565, -17.155, -21.483)
O (-13.261, -16.723, -24.190)
H (-12.211, -17.087, -22.508)
H (-12.226, -15.404, -23.072)
H (-14.783, -15.411, -22.527)
H (-13.698, -15.409, -21.132)
H (-15.083, -17.576, -22.173)
H (-12.578, -16.525, -24.834)
C (-10.767, -26.909, -23.074)
C (-11.728, -26.111, -24.025)
O (-11.245, -25.980, -25.290)
O (-9.444, -26.340, -23.031)
H (-10.635, -27.960, -23.333)
H (-11.132, -27.000, -22.051)
H (-11.859, -25.136, -23.556)
H (-12.707, -26.586, -24.096)
H (-10.894, -26.840, -25.534)
H (-8.891, -26.782, -22.383)
C (-7.394, -18.195, -21.917)
C (-8.472, -17.375, -21.203)
O (-8.759, -16.332, -22.092)
O (-7.011, -19.278, -21.152)
H (-6.543, -17.594, -22.239)
H (-7.874, -18.536, -22.834)
H (-7.946, -16.925, -20.362)
H (-9.370, -17.903, -20.882)
H (-9.193, -15.608, -21.635)
H (-7.617, -19.985, -21.384)
C (-14.341, -23.780, -25.630)
C (-14.262, -24.882, -26.740)
O (-14.984, -24.511, -27.889)
O (-15.656, -23.624, -25.244)
H (-14.026, -22.810, -26.015)
H (-13.728, -24.048, -24.770)
H (-14.574, -25.871, -26.407)
H (-13.252, -25.042, -27.118)
H (-15.723, -23.938, -27.670)
H (-15.781, -22.933, -24.590)
C (-10.287, -22.716, -24.588)
C (-10.490, -21.223, -24.191)
O (-9.306, -20.440, -24.093)
O (-9.648, -23.426, -23.519)
H (-9.631, -22.748, -25.458)
H (-11.259, -23.167, -24.790)
H (-11.123, -21.136, -23.308)
H (-10.955, -20.666, -25.004)
H (-8.825, -20.705, -23.306)
H (-9.512, -24.327, -23.822)
C (-15.054, -19.615, -19.180)
C (-16.425, -18.939, -19.209)
O (-16.286, -17.520, -19.412)
O (-15.212, -21.038, -18.952)
H (-14.421, -19.143, -18.429)
H (-14.552, -19.558, -20.146)
H (-16.993, -19.101, -18.292)
H (-16.979, -19.370, -20.043)
H (-15.699, -17.410, -20.164)
H (-14.608, -21.358, -18.278)

Summary:
Electronic energy in Ha: -5154.13944
Relative energy (zero: lowest compared OMol25 entry of this formula, charge and spin) in kcal/mol: 0.0
HOMO-LUMO gap in eV: 8.81

Löwdin population analysis, charges in e, atoms 1 to 99: number 1, C, carries -0.084; number 2, O, carries -0.177; number 3, C, carries -0.193; number 4, C, carries -0.186; number 5, N, carries -0.029; number 6, C, carries -0.208; number 7, C, carries -0.230; number 8, O, carries -0.167; number 9, C, carries -0.116; number 10, H, carries 0.086; number 11, H, carries 0.065; number 12, H, carries 0.077; number 13, H, carries 0.112; number 14, H, carries 0.091; number 15, H, carries 0.108; number 16, H, carries 0.093; number 17, H, carries 0.107; number 18, H, carries 0.121; number 19, H, carries 0.091; number 20, H, carries 0.117; number 21, H, carries 0.094; number 22, H, carries 0.086; number 23, H, carries 0.075; number 24, H, carries 0.090; number 25, C, carries -0.085; number 26, O, carries -0.188; number 27, C, carries -0.193; number 28, C, carries -0.201; number 29, N, carries -0.027; number 30, C, carries -0.185; number 31, C, carries -0.217; number 32, O, carries -0.191; number 33, C, carries -0.093; number 34, H, carries 0.091; number 35, H, carries 0.069; number 36, H, carries 0.058; number 37, H, carries 0.110; number 38, H, carries 0.093; number 39, H, carries 0.130; number 40, H, carries 0.093; number 41, H, carries 0.086; number 42, H, carries 0.126; number 43, H, carries 0.090; number 44, H, carries 0.098; number 45, H, carries 0.105; number 46, H, carries 0.088; number 47, H, carries 0.084; number 48, H, carries 0.071; number 49, C, carries -0.105; number 50, O, carries -0.189; number 51, C, carries -0.152; number 52, C, carries -0.148; number 53, N, carries -0.096; number 54, C, carries -0.195; number 55, C, carries -0.198; number 56, O, carries -0.191; number 57, C, carries -0.095; number 58, H, carries 0.084; number 59, H, carries 0.069; number 60, H, carries 0.070; number 61, H, carries 0.104; number 62, H, carries 0.117; number 63, H, carries 0.119; number 64, H, carries 0.127; number 65, H, carries 0.081; number 66, H, carries 0.106; number 67, H, carries 0.128; number 68, H, carries 0.118; number 69, H, carries 0.113; number 70, H, carries 0.093; number 71, H, carries 0.066; number 72, H, carries 0.082; number 73, C, carries -0.114; number 74, O, carries -0.169; number 75, C, carries -0.198; number 76, C, carries -0.208; number 77, N, carries -0.060; number 78, C, carries -0.190; number 79, C, carries -0.226; number 80, O, carries -0.178; number 81, C, carries -0.104; number 82, H, carries 0.089; number 83, H, carries 0.065; number 84, H, carries 0.078; number 85, H, carries 0.104; number 86, H, carries 0.108; number 87, H, carries 0.109; number 88, H, carries 0.115; number 89, H, carries 0.104; number 90, H, carries 0.111; number 91, H, carries 0.111; number 92, H, carries 0.109; number 93, H, carries 0.111; number 94, H, carries 0.084; number 95, H, carries 0.078; number 96, H, carries 0.083; number 97, C, carries -0.134; number 98, O, carries -0.188; number 99, C, carries -0.203